1.
Computed, not measured: the molecule C4H9N3 in a non-equilibrium geometry, with ωB97M-V/def2-TZVPD.

The geometry in XYZ format:
```
16
Properties=species:S:1:pos:R:3
C -1.539 -0.504 0.864
C -1.189 -1.285 -0.346
N 0.436 1.342 -0.658
N -0.862 1.544 -0.848
C 0.943 0.212 -0.169
N 2.350 0.231 0.011
C 0.146 -0.889 0.231
H 1.114 2.105 -0.717
H -0.993 2.538 -1.030
H 2.652 0.803 0.794
H 2.769 -0.687 0.106
H -2.071 0.425 0.780
H -1.606 -0.994 1.825
H 0.698 -1.659 0.757
H -1.380 -2.356 -0.315
H -1.467 -0.825 -1.284
```

Output
**HOMO level**: -6.53 eV
**LUMO energy**: 0.87 eV
**Net charge**: 0
**Energy relative to the best compared isomer or geometry (same formula, charge and spin)**: 397.4 kJ/mol

These are the Mulliken partial charges, in e, on atoms 1 to 2: -0.52 -0.52

2.
Computed, not measured: a cluster of 2 separate species, CH8N5O3 in total in a non-equilibrium geometry, with ωB97M-V/def2-TZVPD.

The geometry in XYZ format:
```
17
Properties=species:S:1:pos:R:3
C 0.264 0.001 -0.104
N -2.506 -0.597 0.898
N 2.923 -1.294 -0.042
N -0.278 -1.099 0.198
N 1.359 0.446 -0.418
N -1.343 1.543 -0.673
O -1.042 2.664 -0.112
O -1.693 -1.154 -0.106
O 2.685 0.080 0.149
H -2.937 0.136 0.401
H -3.090 -1.329 1.113
H 3.547 -1.337 -0.900
H 3.074 -1.662 0.905
H 0.102 -1.983 0.367
H 1.439 1.380 -0.855
H -1.018 1.643 -1.678
H -1.487 2.563 0.860
```

Output
**Multiplicity**: 3
**HOMO level (spin up / spin down)**: -12.35 / -14.43 eV
**LUMO energy (spin up / spin down)**: -3.30 / -6.75 eV
**Net charge**: +1

These are the Mulliken partial charges, in e, on atoms 1 to 2: 0.57 -0.35

3.
Computed, not measured: the molecule C5H11NO in a non-equilibrium geometry, with ωB97M-V/def2-TZVPD.

The geometry in XYZ format:
```
18
Properties=species:S:1:pos:R:3
C 0.251 -1.020 -1.546
C 0.988 -0.682 -0.325
O 2.667 -1.254 -0.383
C 1.162 0.024 0.707
C -0.494 0.830 1.010
C -1.021 1.653 -0.141
N -1.491 -0.014 1.567
H 0.791 -1.775 -2.119
H 0.139 -0.150 -2.188
H -0.737 -1.435 -1.326
H 2.652 -2.195 -0.601
H 1.813 0.101 1.554
H -0.114 1.477 1.802
H -0.220 2.209 -0.623
H -1.545 1.041 -0.876
H -1.754 2.369 0.239
H -1.919 -0.629 0.886
H -1.169 -0.550 2.363
```

Output
**SMILES string**: C/C(O)=C\[C@@H](C)N
**HOMO level**: -8.39 eV
**LUMO energy**: 0.86 eV
**Net charge**: 0
**Energy relative to the best compared isomer or geometry (same formula, charge and spin)**: 421.3 kJ/mol

These are the Mulliken partial charges, in e, on atoms 1 to 2: -1.15 0.55

4.
Computed, not measured: a structure of composition C41H66CaN13OPS3 in a non-equilibrium geometry, with ωB97M-V/def2-TZVPD.

The geometry in XYZ format:
```
126
Properties=species:S:1:pos:R:3
Ca 0.131 -0.047 -0.286
C -0.277 3.502 3.453
N -0.626 2.159 3.023
C -1.767 2.095 2.127
C 0.269 1.136 3.133
N 0.509 0.346 2.117
C 1.010 -0.956 2.378
C 0.282 -1.781 3.200
C 0.771 -3.033 3.606
C 2.004 -3.443 3.198
C 2.771 -2.650 2.308
C 4.067 -3.086 1.937
C 4.832 -2.332 1.098
C 4.306 -1.155 0.541
C 3.041 -0.696 0.845
N 2.496 0.348 0.080
C 3.217 1.404 -0.215
N 3.108 2.023 -1.410
C 2.621 1.325 -2.587
C 3.175 3.470 -1.543
N 4.085 1.974 0.677
C 5.368 2.513 0.271
C 3.883 1.814 2.100
C 2.256 -1.414 1.820
N 0.872 1.086 4.378
C 2.151 0.471 4.677
C 0.103 1.364 5.579
H -0.113 4.139 2.579
H 0.628 3.490 4.054
H -1.086 3.940 4.044
H -2.639 2.494 2.655
H -1.981 1.064 1.857
H -1.611 2.675 1.218
H -0.679 -1.428 3.556
H 0.175 -3.653 4.264
H 2.418 -4.385 3.537
H 4.435 -4.022 2.338
H 5.829 -2.653 0.824
H 4.885 -0.608 -0.195
H 2.667 0.254 -2.419
H 3.260 1.579 -3.437
H 1.594 1.606 -2.819
H 3.212 3.935 -0.562
H 2.269 3.812 -2.045
H 4.049 3.780 -2.122
H 5.523 2.348 -0.792
H 6.164 2.003 0.821
H 5.442 3.585 0.474
H 2.823 1.657 2.292
H 4.196 2.730 2.607
H 4.452 0.974 2.513
H 2.749 0.330 3.787
H 2.027 -0.502 5.161
H 2.700 1.129 5.357
H -0.902 1.685 5.326
H 0.583 2.141 6.180
H 0.038 0.457 6.189
S -1.017 0.172 -2.741
C -1.148 1.878 -2.437
S -0.365 2.551 -1.044
C -1.927 2.670 -3.264
C -2.102 4.066 -3.018
N -2.264 5.190 -2.819
C -2.660 2.104 -4.351
N -3.278 1.660 -5.217
C -6.148 -2.234 1.430
N -6.053 -1.163 0.456
C -6.908 -1.358 -0.710
C -4.909 -0.420 0.360
S -3.480 -0.902 1.108
N -5.004 0.711 -0.374
C -6.222 1.509 -0.425
C -3.824 1.420 -0.848
H -7.204 -2.442 1.603
H -5.678 -1.936 2.362
H -5.656 -3.145 1.074
H -6.917 -2.421 -0.970
H -6.523 -0.807 -1.562
H -7.936 -1.045 -0.518
H -6.990 1.079 0.210
H -6.602 1.601 -1.444
H -5.992 2.512 -0.060
H -3.001 0.728 -1.003
H -3.510 2.194 -0.142
H -4.064 1.892 -1.800
O 0.027 -2.184 -0.219
P -0.029 -3.249 -1.284
N 1.350 -3.493 -2.151
C 1.826 -2.498 -3.143
C 3.336 -2.419 -2.909
C 3.674 -3.791 -2.331
C 2.502 -4.041 -1.397
N -1.167 -2.971 -2.421
C -1.124 -3.354 -3.845
C -2.585 -3.641 -4.180
C -3.330 -2.652 -3.285
C -2.557 -2.741 -1.976
N -0.280 -4.687 -0.532
C -0.564 -5.893 -1.316
C -0.978 -6.917 -0.260
C -1.641 -6.048 0.809
C -0.720 -4.835 0.865
H 1.325 -1.534 -3.024
H 1.609 -2.852 -4.153
H 3.568 -1.653 -2.165
H 3.878 -2.186 -3.825
H 4.629 -3.817 -1.807
H 3.690 -4.543 -3.124
H 2.654 -3.503 -0.455
H 2.345 -5.094 -1.165
H -0.467 -4.209 -4.007
H -0.761 -2.513 -4.442
H -2.841 -4.668 -3.905
H -2.793 -3.506 -5.241
H -4.387 -2.886 -3.161
H -3.232 -1.643 -3.689
H -2.908 -3.584 -1.365
H -2.634 -1.836 -1.376
H 0.308 -6.206 -1.895
H -1.384 -5.712 -2.022
H -0.091 -7.400 0.158
H -1.630 -7.690 -0.665
H -1.734 -6.546 1.774
H -2.639 -5.746 0.480
H 0.137 -5.032 1.517
H -1.207 -3.929 1.223
```

Output
**HOMO level**: -6.77 eV
**LUMO energy**: 0.38 eV
**Net charge**: 0

These are the Mulliken partial charges, in e, on atoms 1 to 2: 1.63 -1.17

5.
Computed, not measured: a structure of composition C46H35AsCl3N4P2ReSe2 in a non-equilibrium geometry, with ωB97M-V/def2-TZVPD.

The geometry in XYZ format:
```
94
Properties=species:S:1:pos:R:3
Re 0.162 0.003 0.002
Se -5.736 1.929 2.790
P -4.880 0.005 3.305
C -4.691 -0.115 5.101
C -3.469 -0.257 5.740
C -3.435 -0.372 7.118
C -4.612 -0.333 7.850
C -5.835 -0.192 7.207
C -5.879 -0.084 5.830
C -5.918 -1.395 2.827
C -5.401 -2.675 3.027
C -6.202 -3.773 2.774
C -7.508 -3.594 2.337
C -8.016 -2.319 2.143
C -7.223 -1.209 2.387
C -3.360 -0.106 2.327
C -1.965 -0.066 2.313
N -1.636 -0.035 0.980
N -2.741 -0.043 0.262
N -3.765 -0.080 1.031
P -0.612 -0.066 3.494
Se 1.204 -0.003 2.110
C -0.658 1.532 4.349
C -0.578 1.717 5.724
C -0.665 3.000 6.239
C -0.830 4.087 5.394
C -0.876 3.901 4.018
C -0.786 2.628 3.489
C -0.569 -1.710 4.260
C -0.744 -2.766 3.360
C -0.745 -4.066 3.825
C -0.570 -4.319 5.179
C -0.363 -3.271 6.062
C -0.356 -1.962 5.610
H -2.562 -0.289 5.155
H -2.493 -0.492 7.633
H -4.579 -0.412 8.926
H -6.748 -0.166 7.780
H -6.827 0.018 5.318
H -4.386 -2.801 3.386
H -5.813 -4.768 2.932
H -8.133 -4.454 2.151
H -9.034 -2.183 1.807
H -7.617 -0.211 2.236
H -0.448 0.882 6.393
H -0.600 3.151 7.305
H -0.922 5.080 5.806
H -0.980 4.751 3.362
H -0.814 2.480 2.413
H -0.873 -2.568 2.300
H -0.879 -4.884 3.133
H -0.590 -5.336 5.543
H -0.197 -3.473 7.109
H -0.179 -1.156 6.305
C 3.134 -0.237 -5.757
C 3.453 0.927 -5.073
C 3.181 1.033 -3.718
C 2.617 -0.046 -3.039
C 2.256 -1.197 -3.736
C 2.523 -1.292 -5.092
As 2.447 0.031 -1.100
C 3.491 -1.489 -0.465
C 3.046 -2.775 -0.767
C 3.838 -3.868 -0.463
C 5.061 -3.680 0.169
C 5.472 -2.406 0.530
C 4.685 -1.308 0.228
C 3.429 1.610 -0.565
C 2.802 2.610 0.172
C 3.512 3.738 0.553
C 4.844 3.870 0.194
C 5.470 2.883 -0.554
C 4.765 1.753 -0.937
H 3.355 -0.320 -6.811
H 3.920 1.754 -5.591
H 3.428 1.944 -3.187
H 1.780 -2.026 -3.225
H 2.259 -2.192 -5.627
H 2.082 -2.923 -1.245
H 3.509 -4.863 -0.724
H 5.687 -4.530 0.395
H 6.412 -2.258 1.042
H 5.002 -0.313 0.517
H 1.743 2.507 0.423
H 3.024 4.514 1.126
H 5.397 4.748 0.492
H 6.505 2.991 -0.843
H 5.245 0.983 -1.535
Cl -3.067 1.379 -4.333
C -1.493 0.568 -4.166
Cl -1.561 -1.113 -4.762
Cl -0.203 1.481 -5.021
C -1.079 0.517 -2.795
N -0.653 0.509 -1.723
```

Output
**Multiplicity**: 4
**HOMO level (spin up / spin down)**: -15.64 / -15.63 eV
**LUMO energy (spin up / spin down)**: -10.56 / -9.92 eV
**Net charge**: +3
**Energy relative to the best compared isomer or geometry (same formula, charge and spin)**: 80.4 kJ/mol

These are the Mulliken partial charges, in e, on atoms 1 to 2: 0.60 0.02

6.
Computed, not measured: the molecule C3H3NO, with ωB97M-V/def2-TZVPD.

The geometry in XYZ format:
```
8
Properties=species:S:1:pos:R:3
O 1.933 0.541 1.351
C -1.068 0.533 -0.894
C -0.724 -0.613 -0.150
N 0.353 -0.916 0.482
C 1.310 0.109 0.419
H -1.734 1.222 -0.351
H -1.533 -1.365 -0.233
H 1.464 0.489 -0.623
```

Output
**HOMO level (spin up / spin down)**: -9.87 / -9.86 eV
**LUMO energy (spin up / spin down)**: -2.13 / -2.13 eV
**Net charge**: 0
**Energy relative to the best compared isomer or geometry (same formula, charge and spin)**: 409.9 kJ/mol

These are the Mulliken partial charges, in e, on atoms 1 to 2: -0.45 -0.41

7.
Computed, not measured: a cluster of 10 separate species, C20H60O20 in total in a non-equilibrium geometry, with ωB97M-V/def2-TZVPD.

The geometry in XYZ format:
```
100
Properties=species:S:1:pos:R:3
O -15.847 -19.240 -31.260
C -17.199 -18.876 -31.589
C -18.035 -19.136 -30.338
O -18.105 -20.504 -29.997
H -15.485 -18.673 -30.571
H -17.230 -17.846 -31.947
H -17.424 -19.598 -32.376
H -19.007 -18.638 -30.480
H -17.570 -18.608 -29.502
H -18.413 -20.962 -30.811
O -25.564 -19.412 -31.986
C -25.415 -19.987 -30.687
C -24.089 -19.730 -30.025
O -23.172 -20.779 -30.344
H -25.517 -20.170 -32.572
H -26.159 -19.677 -29.943
H -25.567 -21.067 -30.779
H -24.229 -19.559 -28.953
H -23.655 -18.798 -30.412
H -22.374 -20.645 -29.816
O -16.369 -19.576 -23.505
C -16.846 -20.930 -23.483
C -15.906 -21.655 -22.499
O -15.972 -21.096 -21.195
H -16.130 -19.201 -22.656
H -17.833 -20.904 -23.020
H -16.833 -21.282 -24.507
H -14.883 -21.824 -22.832
H -16.366 -22.655 -22.490
H -15.640 -21.787 -20.616
O -14.335 -24.009 -24.777
C -15.491 -24.827 -24.739
C -16.609 -24.236 -25.634
O -17.913 -24.409 -25.177
H -13.710 -24.375 -25.399
H -15.154 -25.723 -25.281
H -15.798 -25.230 -23.772
H -16.386 -24.642 -26.630
H -16.348 -23.195 -25.854
H -18.294 -25.270 -25.365
O -20.813 -19.695 -20.826
C -20.360 -19.511 -22.164
C -21.133 -20.381 -23.150
O -22.296 -19.611 -23.510
H -21.774 -19.619 -20.886
H -20.478 -18.472 -22.491
H -19.278 -19.642 -22.162
H -21.515 -21.329 -22.766
H -20.565 -20.668 -24.040
H -23.064 -20.184 -23.537
O -15.434 -19.008 -25.496
C -15.129 -20.148 -26.324
C -13.943 -20.941 -25.771
O -13.711 -21.967 -26.752
H -15.970 -19.226 -24.728
H -16.027 -20.762 -26.242
H -15.007 -19.679 -27.295
H -14.277 -21.310 -24.802
H -13.084 -20.270 -25.773
H -12.817 -22.279 -26.582
O -15.523 -22.484 -30.852
C -14.822 -22.080 -29.687
C -13.381 -21.642 -30.007
O -13.311 -20.692 -31.072
H -15.842 -21.637 -31.199
H -15.314 -21.292 -29.103
H -14.817 -22.843 -28.905
H -12.779 -22.527 -30.244
H -12.892 -21.176 -29.151
H -14.175 -20.694 -31.494
O -18.796 -21.916 -32.258
C -19.999 -21.370 -32.801
C -21.096 -22.377 -32.422
O -20.763 -23.702 -32.739
H -18.634 -22.831 -32.501
H -20.258 -20.394 -32.405
H -19.869 -21.394 -33.888
H -22.104 -22.115 -32.772
H -21.230 -22.248 -31.336
H -21.531 -24.261 -32.614
O -20.526 -21.403 -28.547
C -20.265 -21.153 -27.170
C -18.801 -21.474 -26.836
O -17.937 -20.428 -27.209
H -19.885 -20.892 -29.071
H -20.433 -20.091 -26.974
H -20.887 -21.709 -26.469
H -18.489 -22.441 -27.254
H -18.632 -21.643 -25.763
H -17.666 -20.605 -28.115
O -19.766 -23.193 -23.439
C -19.452 -24.128 -22.385
C -20.221 -23.685 -21.158
O -21.408 -24.390 -20.888
H -19.128 -23.312 -24.162
H -19.727 -25.158 -22.635
H -18.364 -24.047 -22.341
H -20.375 -22.600 -21.201
H -19.627 -23.623 -20.232
H -21.445 -25.238 -21.332
```

Output
**SMILES string**: OCCO.OCCO.OCCO.OCCO.OCCO.OCCO.OCCO.OCCO.OCCO.OCCO
**HOMO level**: -8.86 eV
**LUMO energy**: 0.15 eV
**Net charge**: 0
**Energy relative to the best compared isomer or geometry (same formula, charge and spin)**: 378.4 kJ/mol

These are the Mulliken partial charges, in e, on atoms 1 to 2: -0.41 -0.57

8.
Computed, not measured: a structure of composition C18H22BrN8NaS3, with ωB97M-V/def2-TZVPD.

The geometry in XYZ format:
```
53
Properties=species:S:1:pos:R:3
Na 0.794 0.017 0.657
N 0.871 2.100 -1.019
C 0.611 3.450 -0.528
C -0.893 3.685 -0.561
N -1.664 2.737 0.222
C -1.801 2.994 1.649
C -0.641 2.607 2.567
N -0.390 1.174 2.467
H 1.825 1.814 -0.833
H 0.719 2.044 -2.020
H 1.115 4.248 -1.095
H 0.992 3.499 0.493
H -1.222 3.598 -1.605
H -1.132 4.703 -0.233
H -1.257 1.817 0.075
H -2.684 2.436 1.987
H -2.019 4.057 1.792
H -0.903 2.940 3.584
H 0.285 3.110 2.288
H -1.202 0.628 2.744
H 0.383 0.912 3.072
S 2.956 2.124 1.971
C 3.962 2.179 0.558
C 4.709 3.398 0.406
N 5.283 4.395 0.310
C 4.107 1.215 -0.411
S 3.317 -0.335 -0.507
C 5.023 1.470 -1.487
N 5.752 1.645 -2.366
Br -3.005 -1.155 -5.535
C -2.186 -0.677 -3.882
C -2.970 -0.230 -2.837
C -2.321 0.115 -1.660
N -1.005 0.050 -1.507
C -0.272 -0.390 -2.526
C -0.816 -0.775 -3.745
H -4.044 -0.162 -2.925
H -2.887 0.456 -0.802
H 0.803 -0.430 -2.363
H -0.190 -1.131 -4.550
C -0.229 -6.260 -0.208
C -0.553 -5.358 0.953
C -0.317 -5.765 2.264
C -0.645 -4.839 3.241
N -1.139 -3.642 2.986
C -1.326 -3.304 1.678
S -1.921 -1.748 1.293
N -1.046 -4.168 0.662
H -0.273 -7.310 0.086
H 0.780 -6.048 -0.570
H -0.924 -6.076 -1.025
H 0.096 -6.737 2.500
H -0.503 -5.077 4.294
```

Output
**HOMO level**: -1.09 eV
**LUMO energy**: 3.55 eV
**Net charge**: -2
**Energy relative to the best compared isomer or geometry (same formula, charge and spin)**: 93.6 kJ/mol

These are the Mulliken partial charges, in e, on atoms 1 to 2: 0.59 -0.03

9.
Computed, not measured: a structure of composition C23H23BiBrN7OPS2SbSe4 in a non-equilibrium geometry, with ωB97M-V/def2-TZVPD.

The geometry in XYZ format:
```
64
Properties=species:S:1:pos:R:3
Bi 0.239 1.381 0.410
C -0.575 -1.329 -4.872
N -0.278 -0.357 -3.864
C -0.323 0.986 -4.073
C 0.153 1.567 -2.937
N 0.462 0.609 -2.035
C 0.182 -0.550 -2.594
P 0.419 -2.211 -1.880
C -1.059 -2.376 -0.834
N -1.071 -2.275 0.478
C -2.344 -2.522 0.851
C -3.112 -2.809 -0.244
N -2.274 -2.756 -1.314
C -2.651 -2.916 -2.684
C 1.566 -1.898 -0.509
N 1.432 -1.027 0.461
C 2.425 -1.258 1.339
C 3.185 -2.305 0.902
N 2.637 -2.711 -0.277
C 3.106 -3.757 -1.139
H -0.096 -1.024 -5.805
H -0.180 -2.300 -4.566
H -1.651 -1.404 -5.036
H -0.744 1.432 -4.951
H 0.317 2.610 -2.743
H -2.640 -2.481 1.879
H -4.160 -3.006 -0.349
H -3.407 -3.699 -2.765
H -3.060 -1.981 -3.074
H -1.774 -3.205 -3.263
H 2.527 -0.674 2.231
H 4.057 -2.763 1.324
H 4.078 -4.107 -0.791
H 2.403 -4.593 -1.157
H 3.203 -3.378 -2.158
O -5.459 0.942 3.809
C -4.158 1.073 3.459
C -3.652 2.236 2.884
C -2.306 2.288 2.581
N -1.474 1.279 2.795
C -1.960 0.202 3.357
Br -0.698 -1.159 3.755
C -3.276 0.029 3.737
H -5.972 1.632 3.367
H -4.294 3.073 2.651
H -1.866 3.185 2.168
H -3.609 -0.880 4.211
Se -2.760 3.458 -3.772
Sb -2.793 2.921 -1.380
Se -0.564 3.747 -0.254
Se -2.797 0.445 -1.077
Se -4.737 3.776 -0.163
S 1.311 2.131 2.629
C 2.991 2.403 2.232
C 3.832 2.790 3.272
C 5.186 2.973 3.082
C 5.730 2.775 1.822
C 4.905 2.411 0.778
C 3.536 2.222 0.955
S 2.602 1.766 -0.461
H 3.382 2.942 4.241
H 5.806 3.268 3.917
H 6.793 2.898 1.650
H 5.313 2.262 -0.210
```

Output
**HOMO level**: -1.30 eV
**LUMO energy**: 3.85 eV
**Net charge**: -2
**Energy relative to the best compared isomer or geometry (same formula, charge and spin)**: 77.9 kJ/mol

These are the Mulliken partial charges, in e, on atoms 1 to 2: 1.81 -1.18

> Look up the net charge of the third one.

0